One molecule with the formula C32H31N3O5, computed with wB97M-V/def2-TZVPD.

Calculated values
**Calculated total energy**: -48394.9541 eV
**SMILES string**: C[C@]1(OC(=O)CCc2ccccc2)C(=O)C=C2C=C(c3ccc(C#N)cc3)N(CCN3CCOCC3)C=C2C1=O
**Orbital gap**: 7.2 eV
**E_LUMO**: -0.70 eV
**Energy relative to the best compared isomer or geometry (same formula, charge and spin)**: 56.86 kcal per mole
**Net charge**: 0
**Max |F|**: 0.92 eV/Å

Positions of all 71 atoms, in Å:
C (-3.88823, 2.28524, -2.89701)
C (-2.86202, 2.05007, -1.78745)
O (-3.16789, 2.98193, -0.72916)
C (-2.57298, 2.72844, 0.42337)
O (-1.90212, 1.73862, 0.62212)
C (-2.81610, 3.82314, 1.42791)
C (-1.83490, 4.97918, 1.15290)
C (-0.41201, 4.53161, 1.34359)
C (0.39158, 4.23479, 0.25121)
C (1.69066, 3.79507, 0.43577)
C (2.20342, 3.64978, 1.71364)
C (1.40823, 3.94502, 2.80860)
C (0.10905, 4.38097, 2.62283)
C (-1.46246, 2.41696, -2.32992)
O (-1.23555, 3.59059, -2.58444)
C (-0.51330, 1.36815, -2.49886)
C (-0.71010, 0.10455, -2.02078)
C (0.28475, -0.92121, -2.08604)
C (0.14032, -2.12096, -1.46483)
C (1.17141, -3.15680, -1.62789)
C (0.82826, -4.45362, -2.01604)
C (1.80293, -5.40979, -2.21236)
C (3.14578, -5.08146, -2.02032)
C (4.14553, -6.06439, -2.20657)
N (4.95237, -6.86463, -2.35446)
C (3.49975, -3.78263, -1.65330)
C (2.51753, -2.83171, -1.46876)
N (-1.00659, -2.40815, -0.75335)
C (-1.02891, -3.40827, 0.29400)
C (-0.79480, -2.71505, 1.65189)
N (0.46098, -1.98842, 1.60411)
C (1.51107, -2.58186, 2.41281)
C (2.82770, -1.84795, 2.14982)
O (2.71933, -0.46904, 2.39633)
C (1.68521, 0.09920, 1.62398)
C (0.34480, -0.56957, 1.91182)
C (-2.00880, -1.50240, -0.75711)
C (-1.93065, -0.29147, -1.37204)
C (-3.05140, 0.63797, -1.22685)
O (-4.10552, 0.32366, -0.71204)
H (-3.81389, 3.31800, -3.22785)
H (-3.68409, 1.61991, -3.73283)
H (-4.88654, 2.09265, -2.51158)
H (-2.65423, 3.42266, 2.42869)
H (-3.84116, 4.17849, 1.32355)
H (-2.06568, 5.79581, 1.84081)
H (-1.98109, 5.33084, 0.13047)
H (0.00029, 4.35098, -0.74869)
H (2.30552, 3.56758, -0.42269)
H (3.21907, 3.31068, 1.85798)
H (1.80282, 3.83457, 3.80842)
H (-0.50685, 4.61418, 3.48060)
H (0.43171, 1.64107, -2.94412)
H (1.17983, -0.72700, -2.65644)
H (-0.20795, -4.70498, -2.19106)
H (1.53600, -6.41062, -2.51750)
H (4.54107, -3.53125, -1.51753)
H (2.78706, -1.82521, -1.18853)
H (-1.99628, -3.91701, 0.29257)
H (-0.23635, -4.13507, 0.12413)
H (-1.61857, -2.02281, 1.84568)
H (-0.79709, -3.47614, 2.44109)
H (1.62550, -3.63311, 2.13666)
H (1.27373, -2.51910, 3.48935)
H (3.60996, -2.21946, 2.81452)
H (3.12754, -2.02092, 1.10540)
H (1.64590, 1.15811, 1.88069)
H (1.91502, -0.00488, 0.55273)
H (-0.42337, -0.11004, 1.28909)
H (0.08677, -0.40875, 2.97185)
H (-2.91099, -1.76477, -0.22259)